19
Properties=species:S:1:pos:R:3:forces:R:3 method="wB97M-V/def2-TZVPD" e_tot_ev=-9474.4782 relative_energy_kj_mol=63.44 smiles=CC[C@@H](O)[C@@H](C)O homo_lumo_gap_ev=10.957
C 2.308071 0.454886 1.089778 0.04 0.00 0.01
C 1.011284 0.705722 0.321743 -0.06 0.02 -0.01
C 0.195764 -0.572027 0.165735 0.00 0.23 -0.25
O 0.114421 -1.193393 1.445308 -0.01 -0.31 -0.11
C -1.235816 -0.371773 -0.348035 0.12 0.31 0.14
C -1.498659 0.761348 -1.333077 0.03 0.05 -0.05
O -1.595760 -1.640203 -0.895490 -0.32 -0.06 0.04
H 2.080648 0.066537 2.085740 0.10 0.09 -0.14
H 2.933548 -0.286612 0.578391 -0.10 0.10 0.06
H 2.891562 1.375307 1.193655 -0.09 -0.12 -0.02
H 0.411538 1.463392 0.845112 0.08 -0.12 -0.05
H 1.227522 1.098009 -0.682208 -0.07 -0.04 0.22
H 0.710457 -1.237882 -0.549504 -0.07 0.10 0.17
H -0.426758 -1.986235 1.334481 0.11 0.07 0.04
H -1.821481 -0.173357 0.564264 -0.03 -0.02 -0.18
H -0.964722 0.642238 -2.282506 0.00 -0.08 0.20
H -2.573323 0.803198 -1.554287 0.18 -0.03 0.00
H -1.226473 1.727107 -0.894098 -0.02 -0.15 -0.07
H -2.541815 -1.636266 -1.085008 0.13 -0.04 0.02

19
Properties=species:S:1:pos:R:3:forces:R:3 method="wB97M-V/def2-TZVPD" e_tot_ev=-9473.2292 relative_energy_kj_mol=183.95 smiles=CC[C@@H](O)CCO homo_lumo_gap_ev=11.001
C -1.048904 2.036650 -1.565692 -0.03 0.06 0.03
C -0.138017 0.846929 -1.281760 0.03 -0.04 -0.03
C 0.045776 0.571833 0.213271 0.21 -0.06 -0.10
O -1.201408 0.336882 0.853168 -0.16 -0.22 -0.09
C 0.967258 -0.640631 0.409804 -0.44 -0.75 -0.50
C 0.878811 -1.389345 1.720191 -0.66 -1.30 0.04
O 0.012965 -2.583695 1.285990 0.37 -0.01 1.71
H -1.214870 2.165299 -2.640633 0.03 -0.03 0.17
H -2.018727 1.899507 -1.078150 0.13 0.03 -0.09
H -0.612929 2.966340 -1.181568 -0.05 -0.12 -0.04
H 0.849204 1.005577 -1.737525 -0.12 -0.03 0.08
H -0.546565 -0.065630 -1.739048 0.04 0.12 0.04
H 0.414124 1.496241 0.685964 0.15 -0.33 0.01
H -1.497933 -0.542264 0.575572 -0.07 0.12 0.10
H 1.971241 -0.497505 -0.013251 -0.26 0.00 0.28
H 0.465976 -1.579262 0.005575 0.70 2.03 -1.90
H 0.269991 -0.895488 2.480345 0.23 -0.13 -0.07
H 1.836837 -1.733927 2.119454 -0.25 0.00 -0.02
H 0.505428 -3.398054 1.082629 0.17 0.67 0.40

19
Properties=species:S:1:pos:R:3:forces:R:3 method="wB97M-V/def2-TZVPD" e_tot_ev=-9470.8026 relative_energy_kj_mol=418.07 homo_lumo_gap_ev=9.606
C -1.808304 -0.400100 1.366612 -0.03 1.96 2.87
O -0.587647 -0.492315 0.712019 -0.15 0.37 0.37
C -0.227595 0.371722 -0.386824 -0.12 0.18 0.03
C -0.485771 1.803836 0.023401 -0.01 0.15 -0.02
C 1.244462 0.108968 -0.734667 -0.11 0.01 0.10
C 1.548198 -1.309425 -1.220835 0.00 0.27 -0.30
O 1.581407 -2.258168 -0.179456 -0.25 -0.07 0.20
H -2.469964 0.510239 1.620318 0.10 -1.39 -2.74
H -1.819085 0.396812 2.663032 1.49 -2.03 -1.07
H -2.010483 -1.407806 1.718504 -0.79 0.55 0.24
H -0.848812 0.100770 -1.256471 0.03 0.04 0.16
H 0.073320 2.031604 0.937534 -0.05 0.02 -0.15
H -1.553581 1.942039 0.216914 0.16 0.13 -0.04
H -0.185685 2.500294 -0.762457 -0.04 -0.04 0.06
H 1.872852 0.323633 0.139418 -0.12 -0.01 -0.07
H 1.533862 0.822885 -1.520109 -0.15 -0.14 0.13
H 0.817578 -1.590102 -2.000321 0.09 0.00 0.15
H 2.538799 -1.338762 -1.689685 -0.17 0.05 0.09
H 0.786453 -2.116129 0.353065 0.11 -0.05 0.00

19
Properties=species:S:1:pos:R:3:forces:R:3 method="wB97M-V/def2-TZVPD" e_tot_ev=-9471.0942 relative_energy_kj_mol=389.94 homo_lumo_gap_ev=10.659
C -1.675687 1.985367 1.485199 -0.13 0.29 0.07
C -0.351278 1.360179 1.124920 -0.14 0.27 0.18
O -0.622143 -0.020711 1.055759 -0.74 0.05 0.35
C 1.200491 -0.784834 -0.331249 -0.15 0.00 -0.81
C 1.558936 -1.999699 -1.108776 0.57 -0.42 -0.16
O 0.914716 -1.567337 -2.300902 0.06 -0.50 -0.52
C -0.068083 -0.872362 -1.566042 0.40 0.10 0.30
H -2.040061 1.477047 2.384082 0.00 0.26 -0.09
H -2.385038 1.768545 0.679206 0.04 0.17 0.13
H -1.622607 3.059736 1.651330 -0.05 0.10 0.04
H 0.417246 1.522789 1.893027 -0.18 0.03 -0.03
H 0.062945 1.760858 0.180844 -0.21 -0.20 0.21
H 1.732577 0.135750 -0.576993 0.16 -0.28 -0.41
H 1.299150 -0.912739 0.766273 -1.00 0.06 -0.82
H 2.606676 -2.251987 -1.234523 0.16 -0.14 -0.21
H 0.998314 -2.843312 -0.663095 0.34 -0.05 -0.25
H -0.623002 -0.265141 0.124024 -0.21 -0.02 0.64
H -0.949991 -1.538940 -1.406087 0.57 0.27 0.61
H -0.453161 -0.013208 -2.156998 0.53 0.01 0.77

20
Properties=species:S:1:pos:R:3:forces:R:3 method="wB97M-V/def2-TZVPD" e_tot_ev=-20308.3726 relative_energy_kj_mol=187.73 smiles="CCC(=O)[C@H](C)O.S" homo_lumo_gap_ev=10.196
C 0.864970 -1.706898 -1.146342 -1.00 -1.40 2.45
C 0.731226 -0.729208 0.043913 0.48 -3.55 0.14
C 0.800033 0.659848 -0.282287 1.56 1.96 -1.69
O 0.643956 1.078702 -1.424691 0.05 -0.45 1.02
C 1.058835 1.630999 0.848497 -2.88 0.20 -1.96
C -0.213755 1.442745 1.790696 0.81 -0.83 -1.24
O 1.080515 2.911765 0.294387 0.35 2.07 -0.46
H 1.851516 -1.684537 -1.570420 0.43 -0.25 -0.05
H 0.530664 -2.740413 -0.730678 1.02 1.53 -0.92
H 0.166594 -1.444225 -1.865230 -1.21 0.42 -1.67
H -0.274577 -0.796639 0.488253 0.33 -0.63 0.18
H 1.513960 -1.171258 0.724569 -0.91 1.34 0.21
H 1.941092 1.452581 1.369030 1.64 -0.70 1.05
H 0.012611 0.665745 2.543254 -0.22 0.23 -0.43
H -0.311636 2.367867 2.291743 -0.55 0.98 0.57
H -1.133059 1.159338 1.185498 1.10 0.58 0.87
H 1.522366 3.088871 -0.599724 -0.99 -1.49 1.91
S -0.719712 -3.040170 2.418589 -1.21 -3.20 -0.64
H -1.883251 -3.771259 2.882703 1.82 1.16 -0.71
H -1.022316 -2.017915 3.094990 -0.63 2.02 1.36

20
Properties=species:S:1:pos:R:3:forces:R:3 method="wB97M-V/def2-TZVPD" e_tot_ev=-11513.5493 total_charge=-2 relative_energy_kj_mol=590.75 homo_lumo_gap_ev=5.250
C 1.321360 -0.931860 2.510196 -3.84 0.63 -1.32
O 2.306938 -1.691039 2.804837 1.76 -1.03 0.42
C 0.822179 -0.852406 0.997378 -1.36 0.51 -1.72
C -0.294790 0.242479 0.518643 -0.08 -3.48 1.51
C -0.274049 0.511967 -0.970887 -0.12 2.26 0.09
C -1.493244 1.347831 -1.467131 -0.74 -5.09 0.00
O -2.298838 2.168580 -0.193697 2.47 1.11 -3.10
H 1.356021 0.149601 2.791081 0.31 0.40 0.39
H 0.254622 -1.279412 2.960567 0.90 0.45 0.19
H 0.268786 -1.738730 0.660541 0.44 -0.54 0.58
H 1.577737 -0.815005 0.221151 0.90 0.24 0.19
H -1.247077 -0.206814 0.874241 0.11 0.21 -0.46
H -0.241902 1.108297 1.126695 0.38 1.37 0.17
H 0.700115 1.068230 -1.029694 -0.84 -0.20 -0.90
H -0.285249 -0.252048 -1.766514 0.89 -0.77 0.92
H -1.236692 1.735102 -2.476206 -0.42 0.93 0.48
H -2.387540 0.702460 -1.620115 1.03 0.30 -0.15
H -1.486081 2.433597 -0.997307 -1.71 2.76 3.17
H 1.571757 -2.259159 -2.342331 -0.77 1.20 -0.35
O 1.065946 -1.441672 -2.601447 0.71 -1.26 -0.12

20
Properties=species:S:1:pos:R:3:forces:R:3 method="wB97M-V/def2-TZVPD" e_tot_ev=-11518.7943 relative_energy_kj_mol=383.21 smiles="C=C/C(O)=C/C.O.O" homo_lumo_gap_ev=9.076
C -2.159977 -0.239196 -1.048343 -2.20 2.14 2.24
C -1.049600 -0.973463 -1.099997 -1.19 3.96 0.73
C 0.243273 -0.383766 -0.666032 0.50 -2.69 1.76
O 0.876950 0.229267 -1.650971 -0.05 0.94 -2.61
C 0.878906 -0.780779 0.447305 3.13 1.49 -1.89
C 2.456546 -0.795199 0.520797 -2.32 -0.90 1.90
H -2.322327 0.834152 -0.420483 1.00 -3.04 -2.04
H -3.146471 -0.636845 -1.395384 1.04 0.27 0.11
H -1.150312 -1.828964 -1.671315 0.63 -1.95 -0.85
H 1.792664 0.441217 -1.498690 0.53 -0.14 0.62
H 0.394830 -1.034761 1.304234 -1.49 -1.30 1.90
H 2.749018 -1.720196 1.042342 -0.29 0.35 0.34
H 2.858645 -1.000513 -0.398833 0.92 -0.09 -2.75
H 3.015770 -0.000848 0.968417 -0.04 0.79 0.41
O -1.184088 -0.116323 2.624704 -0.47 -1.65 5.30
H -2.053707 -0.206223 3.104705 1.52 0.03 -0.47
H -1.454918 0.172858 1.829115 -1.15 1.67 -4.76
O -0.562080 2.597598 -0.711460 -6.13 2.15 2.92
H -0.239604 3.214526 -0.089390 0.87 0.80 0.74
H 0.056481 2.227450 -1.190720 5.18 -2.84 -3.62

19
Properties=species:S:1:pos:R:3:forces:R:3 method="wB97M-V/def2-TZVPD" e_tot_ev=-18260.5836 relative_energy_kj_mol=181.61 smiles=COC(C)(C)CS homo_lumo_gap_ev=9.722
C 2.116082 -0.887634 -0.702012 2.16 1.24 0.17
O 0.951869 -1.048623 0.057246 0.21 -0.41 0.83
C -0.037882 -0.030923 0.179025 -2.11 -0.45 -0.80
C 0.015418 0.743572 1.476689 0.12 -0.11 1.60
C -0.065147 0.856347 -1.101114 -0.60 2.24 5.00
C -1.421851 -0.858768 0.263055 0.57 1.60 -1.26
S -2.940335 -0.071248 -0.346563 0.02 0.19 -0.34
H 1.948635 -1.056847 -1.769509 -0.13 0.46 -0.05
H 2.874549 -1.647731 -0.437035 -0.78 -0.03 0.33
H 2.750928 0.096271 -0.519126 -1.66 -1.49 -0.41
H 1.003237 1.242933 1.601848 -0.92 0.48 -0.30
H -0.947527 1.422110 1.529388 2.26 -1.07 0.13
H 0.050846 0.014833 2.373068 -0.54 0.96 -1.40
H -0.624065 0.396597 -1.800764 -2.01 -1.19 -2.54
H -0.489009 1.875594 -0.757085 0.58 -1.59 -1.11
H 0.909266 0.949532 -1.414227 2.13 0.69 -0.87
H -1.345199 -1.580221 -0.510858 0.38 -1.46 -0.09
H -1.728896 -1.195233 1.228740 0.67 -0.73 0.58
H -3.020918 0.779431 0.649243 -0.35 0.65 0.51

20
Properties=species:S:1:pos:R:3:forces:R:3 method="wB97M-V/def2-TZVPD" e_tot_ev=-29089.8601 relative_energy_kj_mol=754.92 homo_lumo_gap_ev=4.936
C 0.705509 -1.058377 -1.943544 0.28 0.44 -1.31
C -0.172858 -0.452772 -3.012244 2.55 -1.18 -2.06
O -1.253739 -1.541741 -3.553820 -1.04 1.14 2.26
C 0.643058 -0.342755 -0.586166 0.79 -1.42 0.65
S 1.349361 1.244226 -0.551832 -1.11 0.20 0.39
S -0.957304 -0.718945 2.165787 0.07 0.16 -1.33
C -0.015232 0.755959 2.292854 -1.11 -0.35 0.53
C -0.538392 1.495160 3.547725 -0.70 -0.26 -0.19
H 1.698083 -0.931458 -2.366163 0.44 -0.04 0.33
H 0.573746 -2.141410 -1.907696 -0.37 0.15 0.40
H 0.044289 -0.647645 -4.033146 2.73 1.48 -0.53
H -0.361268 0.613195 -2.852746 -1.19 -0.28 0.08
H -1.462096 -0.912813 -2.817589 -3.52 -1.29 0.42
H 1.180798 -0.966200 0.127356 0.10 -0.10 -0.02
H -0.430200 -0.505547 -0.220992 -0.14 0.75 0.44
H 1.004362 0.474976 2.368180 1.03 0.21 0.05
H -0.183012 1.394851 1.379516 0.31 -0.09 -0.25
H -1.574517 1.799370 3.410023 -0.07 0.03 -0.29
H -0.600753 0.750208 4.344669 0.49 0.56 0.31
H 0.009980 2.395470 3.796756 0.46 -0.11 0.15

21
Properties=species:S:1:pos:R:3:forces:R:3 method="wB97M-V/def2-TZVPD" e_tot_ev=-39932.4887 relative_energy_kj_mol=0.00 smiles=C1SCSCS1.CCO homo_lumo_gap_ev=9.405
C -0.239551 3.403078 0.864750 0.41 0.46 -0.17
S 0.023529 2.433358 2.365089 -0.06 -0.05 -0.12
C -0.228951 0.795079 1.648920 0.47 -0.45 0.14
S -1.896310 0.432009 1.058420 0.12 0.01 -0.08
C -1.945010 1.625219 -0.296000 -0.20 -0.13 -0.63
S -1.908240 3.367848 0.175670 0.08 -0.13 0.05
H 0.489859 3.096758 0.090430 -0.33 0.12 0.34
H -0.028051 4.457287 1.128100 -0.12 -0.56 -0.13
H -0.010191 0.062529 2.449520 -0.12 0.39 -0.42
H 0.499889 0.629009 0.832430 -0.32 0.07 0.33
H -2.901930 1.461399 -0.827889 0.51 0.09 0.29
H -1.123880 1.414509 -1.007899 -0.34 0.08 0.31
C 1.538449 -2.914970 -0.253160 0.16 0.03 0.15
C 0.902329 -2.627770 -1.601689 0.13 -0.04 -0.44
O 0.295509 -1.335830 -1.658809 -0.50 -0.14 0.65
H 2.287699 -2.141630 -0.014070 -0.28 -0.30 -0.06
H 2.039428 -3.897519 -0.268079 -0.20 0.34 0.06
H 0.773969 -2.921890 0.541900 0.27 -0.03 -0.22
H 1.671429 -2.617860 -2.397829 -0.38 -0.06 0.38
H 0.164879 -3.413270 -1.855889 0.25 0.27 0.06
H -0.404861 -1.307340 -0.973909 0.46 0.03 -0.49

Repeat the fifth record exactly.
20
Properties=species:S:1:pos:R:3:forces:R:3 method="wB97M-V/def2-TZVPD" e_tot_ev=-20308.3726 relative_energy_kj_mol=187.73 smiles="CCC(=O)[C@H](C)O.S" homo_lumo_gap_ev=10.196
C 0.864970 -1.706898 -1.146342 -1.00 -1.40 2.45
C 0.731226 -0.729208 0.043913 0.48 -3.55 0.14
C 0.800033 0.659848 -0.282287 1.56 1.96 -1.69
O 0.643956 1.078702 -1.424691 0.05 -0.45 1.02
C 1.058835 1.630999 0.848497 -2.88 0.20 -1.96
C -0.213755 1.442745 1.790696 0.81 -0.83 -1.24
O 1.080515 2.911765 0.294387 0.35 2.07 -0.46
H 1.851516 -1.684537 -1.570420 0.43 -0.25 -0.05
H 0.530664 -2.740413 -0.730678 1.02 1.53 -0.92
H 0.166594 -1.444225 -1.865230 -1.21 0.42 -1.67
H -0.274577 -0.796639 0.488253 0.33 -0.63 0.18
H 1.513960 -1.171258 0.724569 -0.91 1.34 0.21
H 1.941092 1.452581 1.369030 1.64 -0.70 1.05
H 0.012611 0.665745 2.543254 -0.22 0.23 -0.43
H -0.311636 2.367867 2.291743 -0.55 0.98 0.57
H -1.133059 1.159338 1.185498 1.10 0.58 0.87
H 1.522366 3.088871 -0.599724 -0.99 -1.49 1.91
S -0.719712 -3.040170 2.418589 -1.21 -3.20 -0.64
H -1.883251 -3.771259 2.882703 1.82 1.16 -0.71
H -1.022316 -2.017915 3.094990 -0.63 2.02 1.36